The following is a DFT calculation (ωB97M-V/def2-TZVPD) of a molecular structure, C28H77CdClN7O11 in a non-equilibrium geometry.

The value obtained for the total energy is -80305.513 eV. For the relative energy (zero: lowest compared OMol25 entry of this formula, charge and spin), the calculation gives 60.61 kcal/mol. The value obtained for the HOMO energy is -9.9194 eV. The largest force on an atom comes out at 5.38 eV/Å. Its LUMO energy is -2.716 eV. The value obtained for the HOMO-LUMO gap is 7.20 eV. The net charge is +1.

Element x y z (Å)
Cd -0.3780 -0.0370 -2.9298
Cl 1.4991 -0.5003 0.3426
O 2.0776 0.7076 -0.0443
O 2.4759 -1.4983 0.2809
O 1.0241 -0.4840 1.6864
O 0.3957 -0.8288 -0.5674
C -2.0176 -0.8708 -6.6881
C -1.6443 -0.9410 -5.1528
C -0.5602 -2.0660 -4.8125
O -0.2689 -2.0206 -3.3856
C 0.1479 -3.2823 -2.8866
N -1.1630 0.3822 -4.7312
H -1.3159 -0.3384 -7.3300
H -2.9809 -0.3675 -6.7712
H -2.3080 -1.8702 -7.0119
H -2.5907 -1.1046 -4.6375
H 0.4304 -1.9154 -5.2415
H -0.9333 -3.0571 -5.0707
H 1.1436 -3.4169 -3.3093
H -0.4935 -4.1499 -3.0415
H 0.3382 -3.2042 -1.8162
H -0.6476 0.6978 -5.5405
H -1.9941 0.9462 -4.8367
C -2.8653 -2.4784 -0.9251
C -3.2557 -1.6054 -2.1706
C -4.7471 -1.2587 -2.2116
O -4.9205 -0.3575 -3.1931
C -6.1258 0.4112 -3.2620
N -2.3864 -0.3942 -2.1185
H -1.8238 -2.7978 -0.9623
H -3.5037 -3.3601 -0.9817
H -3.1457 -2.1040 0.0595
H -2.9469 -2.2361 -3.0042
H -4.9933 -0.8854 -1.2175
H -5.3343 -2.1608 -2.3833
H -6.1711 1.2560 -2.5748
H -7.0092 -0.1973 -3.0682
H -6.2102 0.8284 -4.2655
H -2.6540 0.0549 -1.2543
H -3.0016 0.2294 -2.6213
C 4.9762 -1.5949 3.9147
C 5.0071 -0.0970 3.6618
C 5.5092 0.3079 2.1847
O 5.7532 1.6707 2.1183
C 6.8672 2.0846 1.2712
N 3.6173 0.2779 3.7968
H 4.6686 -2.1237 3.0126
H 4.3790 -1.8336 4.7948
H 5.9574 -2.0287 4.1077
H 5.6082 0.2451 4.5043
H 4.7476 0.0567 1.4465
H 6.4109 -0.3014 2.1222
H 7.0524 3.1553 1.3569
H 6.7046 1.9956 0.1971
H 7.7930 1.5437 1.4672
H 3.1441 -0.1090 2.9927
H 3.5308 1.2702 3.6295
C 1.2874 4.0259 0.8511
C 0.1871 3.3229 1.6523
C -0.1890 4.0577 2.9806
O -1.2784 3.4377 3.7030
C -1.0608 2.3193 4.6406
N -0.9837 3.4124 0.8037
H 1.0358 5.0578 0.6065
H 1.5479 3.3759 0.0157
H 2.2182 3.9740 1.4159
H 0.4535 2.2816 1.8336
H -0.3925 5.1145 2.8075
H 0.7020 4.0178 3.6072
H -0.5357 1.5277 4.1061
H -1.9239 2.0108 5.2306
H -0.3122 2.5933 5.3840
H -0.8242 4.0642 0.0488
H -1.5162 3.9807 1.4467
C 1.2523 -4.8924 4.4394
C 1.2159 -4.0537 3.1370
C 1.3555 -4.8862 1.8516
O 2.5348 -5.6674 1.8886
C 3.7780 -4.9654 1.8539
N -0.0213 -3.2962 3.2474
H 2.1625 -5.4892 4.3802
H 0.4451 -5.6160 4.3253
H 1.1622 -4.2809 5.3372
H 1.9959 -3.2926 3.1561
H 1.4562 -4.3198 0.9258
H 0.5096 -5.5692 1.7730
H 3.8411 -4.2558 1.0290
H 4.4612 -5.8115 1.7807
H 3.9648 -4.4698 2.8066
H -0.1066 -2.9705 4.1996
H 0.0680 -2.5045 2.6267
C 0.9632 3.9884 -2.7794
C 0.5525 2.5512 -3.1211
C 1.9051 1.7299 -3.1598
O 1.5581 0.3350 -3.3761
C 2.7151 -0.4393 -3.7009
N -0.3774 1.9798 -2.1979
H 1.1829 4.5283 -3.7005
H 1.8718 3.9772 -2.1774
H 0.1441 4.5184 -2.2933
H 0.0842 2.5336 -4.1052
H 2.5187 1.8554 -2.2677
H 2.4388 2.0436 -4.0569
H 3.5888 -0.1473 -3.1181
H 3.0601 -0.1428 -4.6914
H 2.5374 -1.5140 -3.6634
H -1.1624 2.6129 -2.2524
H -0.0829 2.2645 -1.2747
C -2.4462 0.1705 1.8203
C -3.5246 0.9442 1.0660
C -4.2264 2.0003 1.9291
O -4.7863 1.4714 3.1112
C -4.9215 2.5800 4.0611
N -2.9225 1.5907 -0.0629
H -1.7291 0.8716 2.2471
H -1.8997 -0.5973 1.2726
H -2.8533 -0.3624 2.6796
H -4.2164 0.1359 0.8289
H -5.0805 2.4268 1.4031
H -3.4690 2.7564 2.1360
H -5.4890 2.1665 4.8948
H -5.5264 3.3480 3.5790
H -3.9583 2.9885 4.3668
H -2.1802 2.1856 0.2764
H -3.6276 2.1715 -0.4938

---

The following is a DFT calculation (ωB97M-V/def2-TZVPD) of C4H6O2 in the gas phase.

The value obtained for the total energy is -8338.397 eV. For the relative energy (zero: lowest compared OMol25 entry of this formula, charge and spin), the calculation gives 47.60 kcal/mol. The value obtained for the HOMO energy is -9.9994 eV. The largest force on an atom comes out at 0.61 eV/Å. The SMILES is C[C@@]1(C=O)CO1. Its LUMO energy is 0.874 eV. The value obtained for the HOMO-LUMO gap is 10.87 eV. The net charge is 0.

Element x y z (Å)
C -0.9192 -1.1289 -0.0947
C 0.0632 -0.0369 0.2369
C 1.5125 -0.1860 -0.1241
O 1.8293 -0.5423 -1.2311
C -0.2687 1.3863 0.0951
O -0.3118 0.7458 1.3568
H -1.0644 -1.7517 0.7970
H -1.8925 -0.6976 -0.3514
H -0.5389 -1.7445 -0.9133
H 2.2228 0.1995 0.6381
H 0.5395 2.1167 0.0460
H -1.1719 1.6395 -0.4553

---

The following is a DFT calculation (ωB97M-V/def2-TZVPD) of C6H4Cl2 in the gas phase in a non-equilibrium geometry.

The value obtained for the total energy is -31329.271 eV. For the relative energy (zero: lowest compared OMol25 entry of this formula, charge and spin), the calculation gives 60.26 kcal/mol. The value obtained for the HOMO energy is -9.1551 eV. The largest force on an atom comes out at 5.26 eV/Å. The SMILES is Clc1ccccc1Cl. Its LUMO energy is 0.072 eV. The value obtained for the HOMO-LUMO gap is 9.23 eV. The net charge is 0.

Element x y z (Å)
Cl 2.5697 1.6528 0.2528
C 1.0422 0.7771 -0.0235
C -0.2451 1.3588 -0.3406
C -1.4116 0.6845 -0.1894
C -1.2746 -0.7484 0.3121
C 0.1045 -1.3694 0.4019
C 1.1852 -0.5283 -0.0112
Cl 2.6430 -1.4248 -0.1908
H -0.4052 2.4798 -0.6413
H -2.4869 1.0231 -0.4133
H -2.0790 -1.4366 0.7856
H 0.3578 -2.4685 0.0579

---

The following is a DFT calculation (ωB97M-V/def2-TZVPD) of 3 unconnected molecules or ions with the total composition C14H18Br4N2O4S in a non-equilibrium geometry.

The value obtained for the total energy is -316984.219 eV. The value obtained for the HOMO energy is -9.3876 eV. The largest force on an atom comes out at 2.57 eV/Å. The SMILES is O=C1C=C(CCCCSc2nnco2)C(=O)O1.BrCCBr.BrCCBr. Its LUMO energy is -0.929 eV. The value obtained for the HOMO-LUMO gap is 8.46 eV. The net charge is 0.

Element x y z (Å)
O -1.6297 6.4365 -2.5177
C -2.3569 5.4907 -2.4150
C -2.0726 4.0834 -2.8789
C -3.0823 3.3675 -2.4396
C -3.3286 1.9079 -2.5525
C -3.1242 1.2669 -1.1495
C -2.3030 -0.0116 -1.2007
C -0.8033 0.2729 -1.4307
S 0.1939 -0.3367 -0.0468
C 1.1520 0.9864 0.5474
N 2.0048 0.7751 1.4368
N 2.5777 2.0007 1.7317
C 2.0280 2.8300 0.9796
O 1.1088 2.2852 0.1845
C -4.0574 4.2211 -1.6959
O -5.0324 3.8801 -1.0927
O -3.5841 5.5143 -1.8106
H -1.2237 3.7443 -3.4340
H -2.6443 1.4631 -3.2676
H -4.3348 1.7276 -2.9147
H -4.0879 1.1449 -0.6712
H -2.5557 1.9769 -0.5538
H -2.6888 -0.7154 -1.9284
H -2.3771 -0.4636 -0.2167
H -0.4992 -0.2564 -2.3275
H -0.6283 1.3250 -1.6189
H 2.2932 3.8651 1.0082
Br 2.5536 -4.2167 0.0589
C 4.0724 -3.0000 0.0813
C 3.8028 -1.7639 -0.7313
Br 3.9301 -2.1132 -2.6438
H 4.9311 -3.5633 -0.2683
H 4.2121 -2.7373 1.1282
H 4.5543 -1.0050 -0.5263
H 2.8150 -1.3529 -0.5521
Br 0.8971 -4.9407 6.6728
C 0.6722 -5.2542 4.7649
C 1.8510 -4.7536 3.9747
Br 1.8310 -2.8175 3.8001
H -0.2592 -4.7793 4.4759
H 0.5764 -6.3328 4.6619
H 1.8138 -5.1318 2.9547
H 2.8021 -5.0198 4.4237

---

The following is a DFT calculation (ωB97M-V/def2-TZVPD) of 3 unconnected molecules or ions with the total composition C17H41FN3O4PS in a non-equilibrium geometry.

The value obtained for the total energy is -53794.418 eV. The value obtained for the HOMO energy is -8.1855 eV. The largest force on an atom comes out at 5.40 eV/Å. The SMILES is CCCNC(=O)O[C@@H](F)P(O)(O)=S.CCN(CC)CC.CCN(CC)CC. Its LUMO energy is -0.511 eV. The value obtained for the HOMO-LUMO gap is 7.67 eV. The net charge is 0.

Element x y z (Å)
C -1.1563 0.4108 -3.8234
C -1.0601 0.3359 -5.4502
C -1.4176 1.7725 -6.1463
N -1.2406 2.8091 -5.0851
C -1.9029 4.0828 -5.4029
O -2.9594 4.3518 -4.7682
O -1.5066 5.0301 -6.3964
C -0.2184 4.7510 -6.9604
F -0.4289 4.0599 -8.1928
P 0.5704 6.4472 -7.4308
O 0.9854 7.3131 -5.9886
O 2.0842 6.0232 -8.1577
S -0.5232 7.5022 -8.6195
H -1.0956 -0.6411 -3.3523
H -2.1673 0.8764 -3.5774
H -0.2903 1.0189 -3.3694
H 0.0093 -0.0138 -5.7039
H -1.7726 -0.4794 -5.8306
H -0.6716 1.8845 -7.0224
H -2.4941 1.6833 -6.5345
H -0.2531 2.9179 -4.8193
H 0.5253 4.2554 -6.2518
H 1.1637 6.6602 -5.2716
H 2.6581 5.7098 -7.4117
C -4.0608 0.9023 0.4480
C -2.9427 0.0895 1.0914
N -1.6962 0.1078 0.3350
C -0.7305 -0.8929 0.7866
C -0.1753 -0.7525 2.2014
C -1.1382 1.4238 0.0419
C -0.8262 2.3420 1.2229
H -4.2328 0.5883 -0.5847
H -4.9918 0.7558 1.0026
H -3.8430 1.9731 0.4557
H -3.2996 -0.9450 1.1569
H -2.8001 0.4355 2.1228
H 0.1060 -0.9332 0.0800
H -1.2061 -1.8794 0.7063
H 0.5540 0.0558 2.2704
H 0.3480 -1.6725 2.4813
H -0.9581 -0.5881 2.9440
H -1.8339 1.9495 -0.6210
H -0.2312 1.3083 -0.5624
H -1.6322 2.3674 1.9602
H -0.6873 3.3669 0.8618
H 0.0988 2.0568 1.7256
C 2.1475 -1.6573 5.8346
C 1.4669 -2.9994 5.5876
N 2.1954 -3.8673 4.6698
C 1.4101 -5.0115 4.2096
C 0.9816 -6.0407 5.2522
C 3.5800 -4.1637 5.0230
C 3.8430 -4.8158 6.3797
H 2.3491 -1.1378 4.8941
H 1.4976 -1.0175 6.4381
H 3.0881 -1.7710 6.3792
H 0.4821 -2.7796 5.1587
H 1.2844 -3.4876 6.5530
H 1.9533 -5.5241 3.4081
H 0.5043 -4.6244 3.7243
H 1.8145 -6.6729 5.5623
H 0.2266 -6.7049 4.8204
H 0.5379 -5.5803 6.1367
H 4.1504 -3.2297 4.9802
H 4.0292 -4.7858 4.2409
H 3.2809 -4.3437 7.1892
H 4.9057 -4.7239 6.6291
H 3.6126 -5.8817 6.3694

---

Q: Look up the largest force on an atom of the second one.
A: 0.61 eV/Å

---

Repeat the second record exactly.
The following is a DFT calculation (ωB97M-V/def2-TZVPD) of C4H6O2 in the gas phase.

The value obtained for the total energy is -8338.397 eV. For the relative energy (zero: lowest compared OMol25 entry of this formula, charge and spin), the calculation gives 47.60 kcal/mol. The value obtained for the HOMO energy is -9.9994 eV. The largest force on an atom comes out at 0.61 eV/Å. The SMILES is C[C@@]1(C=O)CO1. Its LUMO energy is 0.874 eV. The value obtained for the HOMO-LUMO gap is 10.87 eV. The net charge is 0.

Element x y z (Å)
C -0.9192 -1.1289 -0.0947
C 0.0632 -0.0369 0.2369
C 1.5125 -0.1860 -0.1241
O 1.8293 -0.5423 -1.2311
C -0.2687 1.3863 0.0951
O -0.3118 0.7458 1.3568
H -1.0644 -1.7517 0.7970
H -1.8925 -0.6976 -0.3514
H -0.5389 -1.7445 -0.9133
H 2.2228 0.1995 0.6381
H 0.5395 2.1167 0.0460
H -1.1719 1.6395 -0.4553